Here is a 2-piece molecular cluster, C3H4ClF2N overall in a non-equilibrium geometry from the OMol25 dataset. Energies are from the ωB97M-V functional and the def2-TZVPD basis.

Calculated values
total charge	0
SMILES	C=C(F)F.C=NCl
energy above the lowest of the compared OMol25 structures with the same formula, charge and spin	0.385	eV
strongest force on any atom	4.5	eV/Å
LUMO level	0.8	eV
E_tot	-831.28761	a.u.
spin multiplicity	1
HOMO-LUMO gap	11.11	eV

Last column: Löwdin charge in e.
Atoms and positions in Å:
C 1.389 0.598 0.531  0.087
C 0.936 0.299 1.690  -0.471
F 1.368 0.821 2.858  0.094
F -0.029 -0.543 1.943  0.126
H 0.891 0.015 -0.349  0.084
H 2.142 1.284 0.330  0.055
C -1.542 -0.902 -1.097  -0.193
N -0.857 -0.556 -2.045  -0.440
Cl -0.923 1.140 -2.457  0.515
H -2.118 -0.229 -0.558  0.050
H -1.257 -1.926 -0.847  0.095